[1]
Molecular formula: C30H42CuN3O2Si2Te
Method: DFT, wB97M-V/def2-TZVPD

XYZ file:
```
81
Properties=species:S:1:pos:R:3:mulliken_charge:R:1
Cu -1.1486 -0.4117 -0.1491 -0.11
C -2.2358 -1.2506 4.0301 -1.76
C -1.7572 -1.3456 2.6145 0.75
N -1.5356 -0.3323 1.8663 1.47
N -1.7202 0.9252 2.3655 -0.98
C -1.8340 1.8018 1.3740 -0.63
O -1.8765 1.5360 0.1362 -0.48
C -1.8862 3.2394 1.7837 0.65
C -1.5576 3.6381 3.0769 -0.03
C -1.5608 4.9829 3.4124 -0.76
C -1.8991 5.9384 2.4624 -0.38
C -2.2328 5.5443 1.1744 -0.76
C -2.2224 4.1996 0.8354 0.03
C -1.5364 -2.6822 1.9996 0.25
C -1.8139 -3.8525 2.7045 -0.94
C -1.6329 -5.0761 2.0808 -0.43
C -1.1709 -5.1054 0.7767 -0.91
C -0.9025 -3.8928 0.1577 -0.33
N -1.0786 -2.7187 0.7423 0.34
H -2.3689 -0.2068 4.2955 0.36
H -1.5156 -1.7053 4.7144 0.36
H -3.1857 -1.7752 4.1557 0.36
H -1.2932 2.8823 3.8034 0.42
H -1.2939 5.2883 4.4162 0.39
H -1.8989 6.9885 2.7261 0.39
H -2.4957 6.2866 0.4314 0.39
H -2.4626 3.8735 -0.1677 0.35
H -2.1683 -3.8069 3.7236 0.39
H -1.8501 -5.9947 2.6107 0.41
H -1.0140 -6.0367 0.2505 0.41
H -0.5160 -3.8629 -0.8568 0.48
C -1.4125 -1.4813 -4.3409 -1.74
C -1.8056 -1.3545 -2.8984 0.67
O -0.9723 -1.0137 -2.0722 -0.02
C -3.1947 -1.6829 -2.4873 0.77
C -3.8860 -2.7208 -3.1092 -0.59
C -5.1475 -3.0793 -2.6622 -0.66
C -5.7359 -2.3799 -1.6174 -0.44
C -5.0664 -1.3198 -1.0218 -0.75
C -3.7954 -0.9725 -1.4492 -0.25
H -0.4599 -0.9812 -4.4936 0.37
H -2.1796 -1.0647 -4.9923 0.42
H -1.2987 -2.5371 -4.5987 0.37
H -3.4323 -3.2653 -3.9276 0.35
H -5.6725 -3.9017 -3.1298 0.41
H -6.7245 -2.6557 -1.2736 0.39
H -5.5344 -0.7577 -0.2245 0.45
H -3.2874 -0.1238 -1.0006 0.60
C 6.7030 -1.8262 -0.1930 -1.03
Si 4.9680 -1.5831 -0.8632 0.15
C 5.0582 -0.7615 -2.5434 -0.95
C 4.1055 -3.2435 -1.0065 -0.94
C 4.0016 -0.4977 0.3211 -0.73
Te 1.9391 -0.3230 -0.2420 -0.02
C 1.6321 1.5026 0.8503 -0.54
Si 1.8499 3.0436 -0.1983 0.34
C 3.6078 3.0889 -0.8634 -0.91
C 0.6381 3.0105 -1.6225 -0.80
C 1.5571 4.5485 0.8838 -0.56
H 7.2967 -2.4513 -0.8641 0.29
H 6.6900 -2.3075 0.7870 0.31
H 7.2184 -0.8690 -0.0883 0.30
H 5.5983 -1.3928 -3.2529 0.34
H 5.5827 0.1950 -2.4826 0.30
H 4.0622 -0.5691 -2.9465 0.31
H 4.6263 -3.9009 -1.7064 0.33
H 3.0786 -3.1265 -1.3626 0.25
H 4.0625 -3.7484 -0.0387 0.30
H 4.4054 0.5165 0.3215 0.23
H 4.0384 -0.8867 1.3395 0.53
H 2.3419 1.4568 1.6795 0.64
H 0.6349 1.4434 1.2868 -0.24
H 3.8173 2.2032 -1.4688 0.06
H 4.3451 3.1391 -0.0584 0.30
H 3.7530 3.9660 -1.4988 0.35
H 0.9160 2.2405 -2.3463 0.27
H 0.6239 3.9738 -2.1385 0.42
H -0.3701 2.7902 -1.2640 0.06
H 2.2933 4.6002 1.6897 0.33
H 0.5638 4.5197 1.3380 -0.10
H 1.6320 5.4717 0.3038 0.32
```

Output
Gap between HOMO and LUMO   7.03 eV
Charge   0
E_HOMO   -7.048 eV
Molar mass   724.00 g mol⁻¹



[2]
Molecular formula: C2H3Cl2O2S
Method: DFT, wB97M-V/def2-TZVPD

XYZ file:
```
10
Properties=species:S:1:pos:R:3:nbo_charge:R:1
C -1.7868 0.3137 -0.1592 -0.54
C 0.9386 0.6323 0.1991 -0.43
O 1.2932 -1.6823 -1.1353 -1.02
O 1.2936 -1.7701 1.3184 -1.02
S 1.7833 -1.0820 0.1076 1.55
Cl 1.0523 1.5681 -1.2451 -0.05
Cl 1.4614 1.5153 1.5079 0.01
H -2.6579 0.7760 0.1659 0.13
H -1.8243 -0.6672 0.4648 0.19
H -1.5533 0.3962 -1.2243 0.18
```

Output
Gap between HOMO and LUMO (alpha / beta)   6.85 / 7.11 eV
Charge   -1
E_HOMO (alpha / beta)   -3.421 / -3.857 eV
Molar mass   162.02 g mol⁻¹



[3]
Molecular formula: C20H28N4O2S
Method: DFT, wB97M-V/def2-TZVPD

XYZ file:
```
55
Properties=species:S:1:pos:R:3:nbo_charge:R:1
C -0.0895 4.8897 -0.5511 -0.61
H -1.0735 5.1045 -0.9608 0.21
H 0.5691 5.7246 -0.7750 0.21
H 0.2987 3.9986 -1.0398 0.21
C -0.1775 4.6785 0.9594 0.12
N -1.0435 3.5192 1.1726 -0.65
C -1.3784 3.0180 2.3678 0.67
O -1.1137 3.4990 3.4508 -0.64
C -2.1934 1.7240 2.2592 -0.60
H -2.7363 1.5637 3.1899 0.26
H -2.8691 1.7295 1.4062 0.25
S -1.1144 0.2636 2.0962 0.28
C -0.7684 0.3094 0.3974 0.18
N -1.1041 1.2494 -0.4493 -0.37
N -0.6637 0.8791 -1.6646 -0.28
C -0.0673 -0.2711 -1.5545 0.34
N -0.1017 -0.6943 -0.2479 -0.38
C 0.4396 -1.8845 0.3416 -0.25
H -0.3134 -2.3312 0.9981 0.23
H 0.6745 -2.5941 -0.4533 0.23
C 1.7020 -1.6039 1.1915 0.09
C 2.8585 -1.0342 0.3661 -0.43
H 3.5415 -0.4946 1.0224 0.22
C 3.5245 -2.3035 -0.1620 -0.44
H 3.0354 -2.6465 -1.0743 0.20
C 3.2828 -3.2956 0.9804 -0.07
H 4.1474 -3.3494 1.6520 0.18
O 2.1747 -2.8180 1.7334 -0.52
H 3.0602 -4.3045 0.6187 0.18
H 4.5837 -2.1684 -0.3672 0.23
H 2.5229 -0.3583 -0.4176 0.22
H 1.4209 -0.9524 2.0261 0.20
C 0.5230 -1.0332 -2.6849 -0.47
C -0.1199 -2.3897 -2.8365 -0.04
C -1.5025 -2.5140 -2.7683 -0.16
C -2.1020 -3.7536 -2.8957 -0.21
C -1.3268 -4.8838 -3.0961 -0.21
C 0.0499 -4.7673 -3.1748 -0.20
C 0.6498 -3.5265 -3.0443 -0.22
H 1.7263 -3.4425 -3.1120 0.21
H 0.6602 -5.6435 -3.3359 0.22
H -1.7946 -5.8518 -3.1933 0.22
H -3.1770 -3.8379 -2.8388 0.22
H -2.1064 -1.6307 -2.6176 0.21
H 1.6023 -1.1422 -2.5485 0.22
H 0.3541 -0.4370 -3.5852 0.26
H -1.2173 2.9320 0.3565 0.44
C 1.2095 4.3887 1.5416 -0.62
H 1.8705 5.2369 1.3860 0.21
H 1.6431 3.5129 1.0621 0.20
H 1.1259 4.1993 2.6084 0.23
C -0.7913 5.9064 1.6345 -0.62
H -0.1631 6.7773 1.4687 0.20
H -0.8820 5.7330 2.7027 0.24
H -1.7806 6.1032 1.2278 0.21
```

Output
Gap between HOMO and LUMO   9.23 eV
Charge   0
SMILES   CC(C)(C)NC(=O)CSc1nnc(Cc2ccccc2)n1C[C@@H]1CCCO1
E_HOMO   -8.623 eV
Molar mass   388.54 g mol⁻¹



[4]
Molecular formula: CN2O3S
Method: DFT, wB97M-V/def2-TZVPD

XYZ file:
```
7
Properties=species:S:1:pos:R:3:nbo_charge:R:1
C -0.3927 -0.6903 -0.0257 -0.10
N 1.1699 -1.0102 0.9902 0.26
N -0.4528 0.5948 -0.7473 0.44
O 1.9265 -0.1452 1.1870 -0.16
O 0.5462 0.9681 -1.2944 -0.32
O -1.4748 1.2689 -0.5441 -0.35
S -1.3170 -1.9925 0.1859 0.23
```

Output
Gap between HOMO and LUMO (alpha / beta)   7.28 / 7.28 eV
Charge   0
E_HOMO (alpha / beta)   -9.419 / -9.418 eV
Molar mass   120.09 g mol⁻¹



Energy above the lowest of the compared OMol25 structures with the same formula, charge and spin values, unit eV, following the record order: 0.604 3.712 1.120 3.195.
Total energy values, unit eV, following the record order: -108047.3938 -42094.9910 -42086.0198 -20987.2883.
Largest force on an atom values, unit eV/Å, following the record order: 0.3 3.2 1.1 2.6.